Entry from the OMol25 dataset: a molecular structure, C28H21IrN2O4P (ωB97M-V/def2-TZVPD).

HOMO level (alpha / beta) (eV): -10.4 / -12.2
Charge: +1
Multiplicity: 5
HOMO-LUMO gap (alpha / beta) (Eh): 0.2555 / 0.2274
Maximum force (eV/Å): 0.76
Energy relative to the best compared isomer or geometry (same formula, charge and spin) (kcal/mol): 0.00

Positions of all 57 atoms, in Å:
Ir -0.017 0.113 -0.032
C 3.313 4.705 -0.448
C 2.821 4.012 0.655
C 1.621 3.321 0.555
C 0.903 3.321 -0.641
C 1.395 4.023 -1.738
C 2.601 4.711 -1.640
P -0.673 2.415 -0.670
C -1.957 3.583 -0.176
C -1.651 4.818 0.387
C -2.682 5.676 0.756
C -4.004 5.301 0.574
C -4.310 4.060 0.024
C -3.290 3.200 -0.343
C -1.004 2.015 -2.405
C -1.516 2.945 -3.282
C -1.662 2.638 -4.646
C -1.285 1.406 -5.111
C -0.787 0.428 -4.226
C -0.406 -0.862 -4.694
C 0.051 -1.841 -3.836
C 0.113 -1.586 -2.471
C -0.232 -0.324 -1.945
C -0.669 0.721 -2.853
H 4.251 5.246 -0.374
H 3.371 4.012 1.590
H 1.243 2.780 1.418
H 0.846 4.033 -2.672
H 2.980 5.257 -2.496
H -0.623 5.123 0.532
H -2.445 6.641 1.188
H -4.802 5.974 0.863
H -5.343 3.763 -0.111
H -3.532 2.230 -0.767
H -1.799 3.928 -2.920
H -2.064 3.380 -5.325
H -1.373 1.165 -6.165
H -0.493 -1.071 -5.756
H 0.334 -2.815 -4.216
H 0.414 -2.384 -1.801
C 3.316 1.121 -1.943
C 3.255 0.722 -0.512
N 2.184 0.334 0.154
C 2.563 0.061 1.448
C 3.897 0.271 1.572
N 4.305 0.690 0.332
C 4.917 0.166 2.655
O 4.522 -0.313 3.816
O 6.051 0.488 2.406
C 1.526 -0.376 2.396
O 1.753 -0.581 3.568
O 0.319 -0.482 1.860
H 2.317 1.072 -2.370
H 3.974 0.454 -2.505
H 3.690 2.141 -2.047
H 5.268 0.927 0.141
H 3.553 -0.551 3.794